Molecular formula: C7H7Cl2FO13V2
Method: DFT, wB97M-V/def2-TZVPD

Each line ends with the Löwdin spin population.
Cartesian coordinates (Å):
O1 -0.29 0.58 0.82  0.06
V1 -0.88 -0.87 1.06  0.91
O2 -0.26 -1.87 -0.03  0.03
O3 -2.36 2.21 2.19  0.89
V2 -2.17 1.87 3.74  1.69
O4 -1.17 2.86 4.39  0.34
C1 -4.05 -1.02 0.09  0.00
O5 -4.87 -0.67 -0.75  0.39
O6 -4.38 -1.86 0.96  0.43
O7 -2.85 -0.61 -0.05  0.20
C2 -1.97 -1.53 3.38  0.03
O8 -1.73 -2.36 2.50  0.38
O9 -1.72 -0.36 3.09  0.21
O10 -2.86 -1.77 4.08  0.43
C3 2.04 -3.03 -2.71  0.00
C4 3.05 -2.41 -1.74  0.00
O11 4.26 -2.60 -2.40  0.00
C5 4.12 -3.54 -3.32  0.00
O12 5.09 -3.88 -3.93  0.00
O13 2.86 -3.94 -3.36  0.00
F1 3.01 -3.16 -0.65  0.00
H1 1.78 -2.38 -3.55  0.00
H2 1.12 -3.30 -2.21  0.00
H3 2.70 -1.39 -1.56  0.00
Cl1 0.57 3.94 1.87  0.01
C6 -0.16 4.85 0.52  0.00
C7 0.24 4.04 -0.74  0.00
Cl2 1.96 4.28 -0.93  0.00
H4 0.31 5.83 0.49  0.00
H5 -1.21 4.83 0.84  0.00
H6 -0.36 4.26 -1.62  0.00
H7 0.17 2.99 -0.46  0.00

Output
- Energy relative to the best compared isomer or geometry (same formula, charge and spin): 0.00 kcal per mole
- Net charge: -2
- Kohn-Sham gap (alpha / beta): 5.3293 / 5.4117 eV
- Multiplicity: 7
- DFT total energy: -4157.18857 Ha
- ⟨S²⟩: 12.04

Molecular formula: C7H7Cl2NO
Method: DFT, wB97M-V/def2-TZVPD

Each line ends with the Mulliken charge.
Cartesian coordinates (Å):
N1 -1.21 0.12 -1.75  -0.32
C1 -1.31 -0.90 -0.89  0.11
O1 -2.30 -1.70 -1.05  -0.68
C2 -0.36 -1.01 0.18  0.30
C3 -0.89 -0.06 1.26  -0.73
C4 -0.18 1.08 1.61  -0.46
C5 1.07 1.42 0.91  -0.30
C6 1.65 0.55 0.09  -0.11
Cl1 3.00 1.06 -0.91  -0.18
C7 1.11 -0.79 -0.29  0.06
Cl2 2.29 -1.90 0.55  -0.17
H1 -0.55 0.81 -1.72  0.16
H2 -2.08 0.28 -2.26  0.26
H3 -0.38 -2.06 0.64  0.36
H4 -1.94 -0.09 1.40  0.47
H5 -0.55 1.62 2.44  0.44
H6 1.56 2.36 1.24  0.39
H7 1.08 -0.80 -1.45  0.40

Output
- Energy relative to the best compared isomer or geometry (same formula, charge and spin): 25.69 kcal per mole
- Kohn-Sham gap: 8.7810 eV
- DFT total energy: -1321.27763 Ha